Formula: C40H96F8N6O18P2S8
Source: OMol25
Level of theory: ωB97M-V/def2-TZVPD

The geometry in XYZ format:
```
178
Properties=species:S:1:pos:R:3:forces:R:3:lowdin_charge:R:1
C -0.1691 3.7331 -1.2452 -0.22 -1.52 0.75 0.012
C -0.9823 2.4022 -0.8812 2.35 2.07 0.92 -0.286
C -2.4146 2.5050 -1.2611 -0.22 0.80 -0.24 -0.257
O -3.0078 1.2759 -1.0966 -0.59 -1.96 -0.90 -0.216
C -4.3434 1.2440 -1.7276 1.48 0.54 1.41 -0.003
N -0.3101 1.2088 -1.4940 -1.06 0.84 -1.41 0.258
H 0.0291 1.4754 -2.4072 1.01 0.38 -0.58 0.147
H 0.4226 0.7542 -0.9681 0.10 -0.22 0.33 0.168
H -1.0829 0.6274 -1.7851 -0.46 -1.29 0.61 0.148
H 0.0241 3.8293 -2.3136 -0.74 0.25 -0.15 0.095
H 0.8417 3.7280 -0.8374 -0.04 -0.31 0.41 0.079
H -0.6882 4.5675 -0.7735 -0.05 0.12 -0.55 0.093
H -0.9277 2.2273 0.1932 0.08 0.00 0.03 0.145
H -2.5201 2.9168 -2.2648 -0.09 -0.06 -0.33 0.154
H -2.8839 3.2090 -0.5740 0.08 0.49 0.00 0.145
H -4.7847 0.2821 -1.4668 0.02 0.21 -0.24 0.089
H -4.2374 1.4280 -2.7967 -0.30 -0.05 0.07 0.106
H -4.7906 2.0708 -1.1757 -1.04 -0.09 -0.65 0.092
C -11.7118 2.0464 2.2473 0.10 -0.42 -0.43 -0.032
C -10.7075 1.6847 1.1183 0.28 -1.29 -1.31 -0.227
C -10.1453 0.2011 1.1326 0.71 -0.15 -0.22 -0.148
O -9.2134 -0.1509 0.0777 -0.43 2.69 0.15 -0.194
C -8.8883 -1.5020 -0.1427 -1.01 -0.87 1.21 -0.093
N -11.4454 1.8463 -0.2476 -0.13 0.79 0.85 0.241
H -12.1833 1.1772 -0.4148 -0.43 -0.39 0.34 0.167
H -11.8536 2.7697 -0.2203 -0.55 0.43 -0.14 0.159
H -10.9332 1.8542 -1.1180 1.31 -0.25 -0.40 0.158
H -12.1034 3.0607 2.1699 0.02 0.04 -0.54 0.088
H -11.3184 2.0525 3.2638 0.54 -0.45 -0.24 0.093
H -12.5504 1.3503 2.2297 -0.07 0.00 0.04 0.088
H -9.9016 2.4160 1.0563 0.09 -0.19 0.02 0.154
H -10.9543 -0.5284 1.0948 -0.43 0.09 0.19 0.127
H -9.6570 0.1301 2.1045 0.11 -0.28 0.17 0.127
H -8.0726 -1.6803 -0.8434 -0.21 0.79 -0.11 0.101
H -9.7856 -2.0269 -0.4703 0.00 -0.22 -0.33 0.090
H -8.6095 -1.9601 0.8063 0.23 -0.16 0.18 0.083
C 9.5099 -0.2491 -3.9060 0.15 1.29 0.41 -0.118
C 7.9797 -0.3683 -3.7916 1.43 -1.42 0.01 -0.227
C 7.5631 -1.4575 -2.7443 1.20 1.68 -0.71 -0.247
C 6.1442 -1.8755 -2.9185 -1.35 -1.10 0.34 -0.236
P 5.8126 -3.3238 -4.0679 0.22 2.36 0.45 0.990
C 6.1874 -4.7140 -3.0659 2.09 -1.53 -0.09 -0.259
C 7.7425 -5.1659 -2.9582 -0.60 -1.81 0.81 -0.149
C 7.8919 -6.6840 -2.3438 -1.31 1.34 -0.82 -0.200
C 7.0309 -7.7482 -3.1126 1.15 -0.55 1.23 -0.105
C 6.8710 -3.2914 -5.5057 1.31 -0.89 -1.03 -0.261
C 6.9072 -4.5834 -6.4034 -1.19 -0.24 0.35 -0.224
C 8.2501 -4.9369 -7.0825 0.56 0.64 1.17 -0.261
C 8.4113 -6.1905 -7.9490 -1.16 1.05 0.06 -0.092
C 4.1345 -3.5370 -4.6366 -1.03 0.29 0.56 -0.255
C 2.9596 -3.5208 -3.5929 0.43 0.24 -0.61 -0.220
C 1.5687 -3.5499 -4.2571 0.60 -0.71 0.82 -0.248
C 0.4494 -3.6298 -3.1977 -0.53 -0.09 -1.29 -0.100
H 10.0489 -1.1058 -4.3106 -0.36 -0.21 0.00 0.068
H 10.0035 0.0452 -2.9798 -0.12 -0.29 0.35 0.070
H 9.7256 0.6100 -4.5413 0.06 -0.11 -0.35 0.072
H 7.7347 -0.6676 -4.8106 -0.81 -0.04 0.06 0.088
H 7.5316 0.6052 -3.5930 -0.11 -0.18 0.11 0.120
H 7.6945 -1.0237 -1.7531 -0.36 0.26 0.11 0.124
H 8.2906 -2.2666 -2.6777 -0.08 -0.30 -0.62 0.092
H 5.4683 -1.0259 -3.0156 0.07 0.06 -0.73 0.113
H 5.8311 -2.2734 -1.9532 -0.30 -0.40 0.08 0.090
H 5.5859 -5.4850 -3.5473 0.11 -0.41 0.39 0.065
H 5.7950 -4.4924 -2.0734 -0.03 -0.27 0.03 0.107
H 8.2734 -4.4265 -2.3586 -0.07 -0.22 0.24 0.084
H 8.3199 -5.2526 -3.8787 -0.65 0.44 -0.51 0.082
H 7.5992 -6.6759 -1.2938 -0.41 0.15 -0.03 0.091
H 8.9192 -7.0432 -2.2825 0.18 0.43 -0.51 0.097
H 7.5472 -8.3191 -3.8843 0.15 0.87 -0.68 0.065
H 6.0246 -7.4642 -3.4206 0.21 0.01 0.11 0.056
H 6.9891 -8.5691 -2.3967 -0.79 -0.03 0.29 0.065
H 7.8675 -3.2478 -5.0663 0.24 0.60 0.01 0.084
H 6.6914 -2.4487 -6.1734 0.03 0.34 0.49 0.112
H 6.1103 -4.4373 -7.1325 0.09 -0.14 -0.34 0.112
H 6.5142 -5.3713 -5.7609 0.35 -0.65 -0.14 0.086
H 8.9995 -5.0688 -6.3020 0.08 0.32 0.41 0.094
H 8.5681 -4.0366 -7.6083 0.02 -0.04 -0.32 0.112
H 8.3640 -7.0846 -7.3273 0.00 -0.07 -0.25 0.072
H 9.3519 -6.1174 -8.4949 -0.06 -0.22 0.11 0.077
H 7.5847 -6.1495 -8.6584 0.09 -0.61 -0.28 0.073
H 4.2002 -4.5222 -5.0984 -0.23 -0.14 -0.28 0.095
H 3.9464 -2.8102 -5.4269 0.04 0.14 -0.06 0.114
H 3.0395 -2.6724 -2.9133 0.13 0.14 -0.03 0.110
H 3.0301 -4.4234 -2.9859 0.06 -0.01 0.16 0.107
H 1.5867 -4.4509 -4.8703 -0.32 -0.15 -0.11 0.105
H 1.3480 -2.7291 -4.9395 0.34 0.20 0.13 0.117
H 0.1584 -2.6193 -2.9110 0.06 -0.12 0.38 0.063
H 0.5655 -4.2955 -2.3424 0.61 0.24 0.04 0.072
H -0.3951 -4.0572 -3.7385 -0.37 0.19 0.11 0.069
C -1.1850 5.6694 4.1118 -0.82 -0.57 -0.28 -0.096
C -0.3742 4.3656 4.2419 1.38 0.92 0.22 -0.267
C -0.9135 3.3571 5.2516 0.18 -1.40 -0.26 -0.236
C -0.0881 2.0053 5.3346 -0.52 0.75 0.34 -0.210
P -0.6276 0.6608 6.5686 -0.55 0.44 -1.83 1.058
C 0.8350 -0.2420 6.9863 0.31 -1.64 0.24 -0.274
C 0.4514 -1.5776 7.7662 -0.64 1.34 -0.27 -0.232
C 1.5867 -2.3724 8.3883 0.30 -0.32 0.05 -0.241
C 2.8424 -2.4713 7.4856 -0.36 0.46 0.00 -0.080
C -1.2898 1.2875 8.1389 0.01 0.22 0.82 -0.262
C -0.2881 1.6169 9.2770 0.96 -0.89 0.38 -0.251
C -0.9245 1.8764 10.6600 -0.78 0.95 -1.56 -0.272
C 0.0302 2.4844 11.6681 -0.07 -0.12 -0.70 -0.097
C -1.9238 -0.4813 5.8119 0.64 0.18 1.46 -0.251
C -3.1441 0.2197 5.2557 2.20 1.81 -1.57 -0.280
C -4.1293 -0.6949 4.6225 -1.23 -0.97 -0.10 -0.261
C -3.6282 -1.6445 3.5044 0.71 0.33 1.04 -0.083
H -2.1141 5.4350 3.5923 -0.19 -0.07 -0.12 0.067
H -0.7261 6.4395 3.4916 0.37 -0.18 0.19 0.079
H -1.5291 6.1213 5.0421 0.46 -0.09 0.25 0.072
H 0.6580 4.6001 4.5019 0.14 0.27 0.50 0.108
H -0.1781 3.9772 3.2425 -0.66 -0.55 -0.11 0.106
H -1.9084 3.0953 4.8913 -0.36 0.02 0.51 0.095
H -0.9282 3.7559 6.2659 -0.35 0.39 -0.14 0.103
H 0.9444 2.2257 5.6059 0.12 0.04 0.25 0.091
H 0.0013 1.6333 4.3140 -0.19 -0.72 0.12 0.099
H 1.4700 0.4532 7.5355 0.01 -0.12 0.35 0.099
H 1.4040 -0.4728 6.0856 -0.11 -0.07 -0.24 0.104
H -0.2413 -2.1514 7.1506 0.55 -0.31 -0.49 0.097
H -0.2194 -1.2881 8.5751 0.00 0.19 0.33 0.091
H 1.1858 -3.3351 8.7051 0.02 -0.33 -0.50 0.107
H 1.7253 -1.9194 9.3699 0.88 0.31 -0.07 0.101
H 2.5686 -2.7332 6.4635 -0.23 -0.04 -0.06 0.075
H 3.6487 -3.1601 7.7374 -0.36 -0.08 0.58 0.075
H 3.2983 -1.4833 7.4215 0.11 0.05 -0.03 0.070
H -2.0242 0.5668 8.4985 -0.03 -0.24 -0.11 0.100
H -1.8597 2.1982 7.9549 -0.08 0.08 -0.19 0.093
H 0.4018 2.3724 8.9011 -0.37 0.81 0.38 0.115
H 0.4455 0.8636 9.5640 -0.10 -0.91 -0.86 0.097
H -1.3992 0.9864 11.0731 0.26 -0.35 -0.21 0.113
H -1.7714 2.5173 10.4150 -0.16 0.53 0.60 0.103
H 0.5634 3.3359 11.2454 -0.35 0.33 0.11 0.077
H 0.8322 1.7731 11.8651 -0.19 -0.15 0.59 0.078
H -0.5756 2.7632 12.5303 0.63 0.00 0.27 0.081
H -2.2224 -1.1195 6.6435 0.04 -0.14 0.27 0.091
H -1.4567 -1.1619 5.1001 0.21 0.32 -0.16 0.098
H -2.7163 0.8369 4.4656 0.10 0.06 -0.73 0.097
H -3.4516 1.0679 5.8675 -0.90 -0.65 0.70 0.115
H -4.8879 -0.1602 4.0510 -0.23 0.53 0.64 0.109
H -4.6263 -1.2041 5.4482 -0.28 -0.47 -0.21 0.109
H -3.3138 -0.9650 2.7122 -0.24 -0.46 -0.52 0.079
H -4.4045 -2.3657 3.2489 -0.08 0.41 -0.39 0.078
H -2.7574 -2.2535 3.7469 0.08 0.04 0.25 0.062
N -10.5911 2.4983 -4.2503 0.19 -5.74 0.02 -0.325
S -9.5688 3.5873 -4.4578 2.80 6.35 -3.50 0.436
O -10.0362 4.4227 -5.5855 1.51 -1.13 2.42 -0.310
O -8.1218 3.3199 -4.3551 -2.81 -0.09 0.20 -0.315
F -9.9008 4.4651 -3.1623 0.00 -0.09 0.38 -0.228
S -9.8635 1.2281 -5.1421 -1.50 -1.01 -2.47 0.574
O -8.9861 0.3223 -4.4364 -0.70 1.28 -0.07 -0.311
O -9.6244 1.5598 -6.5442 0.46 -0.01 2.66 -0.282
F -11.1871 0.3491 -5.3461 -0.12 0.20 0.96 -0.219
N 2.5131 -0.7456 1.0182 -1.35 -4.44 0.46 -0.306
S 3.6621 -0.0484 1.7200 4.15 6.46 4.41 0.448
O 5.0400 -0.4142 1.4026 -2.22 0.06 0.45 -0.303
O 3.3568 0.4070 3.1253 0.74 -2.11 -2.75 -0.370
F 3.5408 1.4137 1.0467 -0.36 -0.70 -0.78 -0.224
S 2.7029 -2.3119 1.7375 -2.90 -1.14 0.60 0.578
O 2.1472 -2.5416 3.0913 0.53 1.17 -3.19 -0.318
O 3.9408 -2.9287 1.4674 0.87 -0.13 -0.23 -0.276
F 1.7171 -3.0779 0.6885 0.19 0.90 0.99 -0.226
N -3.0385 8.4750 -5.7837 -2.49 1.43 2.12 -0.268
S -2.1387 8.3573 -4.5103 5.47 -2.72 2.02 0.429
O -2.4847 7.4343 -3.4336 -1.20 1.31 -0.57 -0.340
O -1.3125 9.4759 -4.1189 -1.24 0.04 -0.26 -0.312
F -1.0350 7.4331 -5.1854 0.36 -0.23 -0.99 -0.223
S -4.2964 9.2821 -5.0287 -3.12 -1.22 -2.06 0.533
O -3.9162 10.5335 -4.4672 -0.18 0.03 0.28 -0.288
O -5.2953 8.4456 -4.3545 2.02 1.35 -0.92 -0.312
F -5.0548 9.6617 -6.4034 0.41 -0.07 0.59 -0.218
N 1.8397 1.9000 -4.7849 -5.07 -0.63 -0.79 -0.303
S 3.1397 2.2078 -5.4215 8.57 1.91 -1.52 0.365
O 3.2260 3.3954 -6.2475 -0.57 -0.96 0.86 -0.277
O 3.8929 1.0831 -5.9160 -0.30 -0.14 0.30 -0.330
F 3.9921 2.5733 -4.0902 -0.64 0.05 -0.13 -0.226
S 0.9437 1.8514 -6.2199 -4.61 -0.58 -1.32 0.593
O 1.3333 0.8160 -7.1798 -0.03 2.04 1.78 -0.290
O 0.2741 3.0663 -6.6719 2.32 -1.62 0.78 -0.263
F -0.3424 1.1718 -5.5097 0.30 -0.48 0.55 -0.253
```
Forces are in eV/Å.

Summary:
Electronic energy, eV: -215818.66401
Molecular weight, u: 1419.70
E_HOMO, eV: -7.04
Gap between HOMO and LUMO, eV: 5.854
LUMO, eV: -1.187